# 1
92
Properties=species:S:1:pos:R:3:lowdin_spin:R:1 method="wB97M-V/def2-TZVPD" energy_ev=-177609.9743 homo_lumo_gap_ev="7.6 / 5.7" relative_energy_kcal_mol=7.9 charge=+3 spin_multiplicity=6 homo_energy_ev="-14.78 / -16.56"
Ir -0.15448 0.00027 -0.24635 2.315
N 2.74242 1.78389 1.03578 0.002
C 4.14374 1.52690 0.49403 0.000
C 4.78595 0.47462 1.39710 0.000
C 4.07398 -0.86987 1.27417 0.001
N 2.69492 -0.72266 1.80982 0.012
C 4.07749 -1.30966 -0.18644 0.001
C 3.50924 -0.31995 -1.20244 0.013
N 2.00392 -0.36678 -1.30758 0.077
C 4.07628 1.07984 -0.96988 0.000
H 2.77387 2.33118 1.89729 0.000
H 2.32018 0.85629 1.26205 0.002
H 2.15305 2.28932 0.37586 0.001
H 4.69022 2.46551 0.55601 0.000
H 4.78941 0.82072 2.43564 0.000
H 5.82986 0.35294 1.10583 0.000
H 4.63046 -1.61459 1.84404 0.000
H 2.73373 -0.65020 2.82370 0.000
H 2.15252 -1.55772 1.61447 0.002
H 3.60423 -2.28866 -0.30772 0.000
H 5.12653 -1.44993 -0.45808 0.000
H 3.85436 -0.65439 -2.17894 0.003
H 1.80101 -1.34900 -1.47719 0.002
H 1.77625 0.08794 -2.19017 0.005
H 3.54857 1.82396 -1.57924 0.000
H 5.10553 1.06841 -1.33177 0.000
C -2.51621 3.96220 1.45424 0.009
Si -0.79636 3.28371 1.52156 0.037
C 0.21735 3.94752 0.09418 0.002
C 0.14439 3.80799 3.03430 0.012
N -0.83343 1.46949 1.49351 0.471
C -1.44964 0.75918 2.43877 0.091
C -2.22517 1.33194 3.47682 0.296
C -2.85471 0.56727 4.50315 0.156
C -2.72878 -0.77930 4.50550 0.165
C -1.96953 -1.41355 3.47681 0.290
C -1.31379 -0.70390 2.44779 0.098
N -0.58304 -1.31718 1.50605 0.502
Si -0.10008 -3.07478 1.63922 0.039
C 0.71043 -3.41586 3.26498 0.009
C -1.62171 -4.10243 1.41519 0.013
C 1.22366 -3.41436 0.37628 0.002
H -2.52500 4.91030 0.90953 0.001
H -2.92013 4.17083 2.45013 0.001
H -3.20763 3.27529 0.95760 0.000
H -0.26897 4.87274 -0.23714 0.000
H 0.30960 3.31516 -0.79375 0.003
H 1.21485 4.25556 0.42418 0.000
H 0.35298 4.88268 2.96026 0.001
H 1.10443 3.29077 3.14214 0.000
H -0.39840 3.65718 3.97255 0.002
H -2.36746 2.40520 3.49431 0.010
H -3.43107 1.06929 5.27027 0.003
H -3.19983 -1.37776 5.27493 0.004
H -1.93291 -2.49500 3.46647 0.009
H 0.10204 -3.19253 4.14439 0.002
H 1.66676 -2.89518 3.38088 0.000
H 0.92350 -4.49167 3.28939 0.000
H -2.07296 -4.33920 2.38479 0.001
H -1.36614 -5.05792 0.94662 0.001
H -2.38144 -3.60813 0.80579 0.000
H 2.19219 -3.00656 0.68739 0.000
H 0.99824 -3.06355 -0.62808 0.001
H 1.36093 -4.50209 0.32209 0.000
C -2.54872 3.13147 -1.91487 0.033
As -1.47990 1.51943 -2.06192 0.121
C -0.19458 2.03714 -3.42143 0.027
C -2.66658 0.38102 -3.07293 0.009
C -3.71377 0.92869 -3.81378 0.004
C -4.56803 0.10501 -4.53380 0.002
C -4.38590 -1.27069 -4.51639 0.002
C -3.33912 -1.82108 -3.78990 0.004
C -2.47415 -0.99954 -3.06915 0.011
As -0.96894 -1.75577 -2.13465 0.076
C -1.49932 -3.60851 -1.94411 0.023
C 0.32194 -1.95786 -3.57423 0.010
H -3.55476 2.85475 -1.60742 0.000
H -2.57777 3.60748 -2.89208 0.004
H -2.13351 3.82783 -1.19684 0.000
H -0.74311 2.45632 -4.26387 0.004
H 0.35441 1.16331 -3.76737 0.000
H 0.50037 2.78676 -3.04337 0.000
H -3.87828 1.99677 -3.84856 0.000
H -5.37720 0.54088 -5.10504 0.000
H -5.05406 -1.91652 -5.07141 0.000
H -3.20887 -2.89481 -3.79660 0.000
H -1.50898 -4.06554 -2.93196 0.003
H -2.48953 -3.67115 -1.50008 0.000
H -0.78698 -4.14076 -1.32081 0.000
H -0.18156 -2.42838 -4.41736 0.002
H 1.14254 -2.60166 -3.25410 0.000
H 0.71419 -0.99629 -3.89905 0.000



# 2
93
Properties=species:S:1:pos:R:3:mulliken_charge:R:1 method="wB97M-V/def2-TZVPD" energy_ev=-47416.2539 homo_lumo_gap_ev=3.3 charge=-1 homo_energy_ev=-1.52
C 2.28542 -0.65895 -2.89207 -1.187
C 0.89356 -0.47807 -2.30047 0.614
O 0.32778 0.80436 -2.60673 -0.418
C -0.48541 0.76138 -3.72294 0.434
O 0.01296 0.40975 -4.80464 -0.691
C -1.91043 1.25874 -3.67565 -0.451
C -2.70364 1.13136 -2.37725 1.279
C -3.58131 -0.14444 -2.36332 -0.892
N -2.84521 -1.37908 -2.56105 -0.193
C -3.39096 -2.05621 -3.71209 -1.085
C -2.66660 -3.35083 -4.13793 0.756
N -1.30431 -3.13992 -4.58120 -0.708
N -2.64583 -4.34011 -3.08067 -0.778
N -3.42288 -3.94000 -5.27777 -0.762
H 2.26909 -0.53543 -3.97573 0.349
H 2.99192 0.07572 -2.48662 0.245
H 2.64679 -1.65564 -2.62916 0.289
H 0.95805 -0.58265 -1.21366 -0.018
H 0.23436 -1.27622 -2.62739 -0.050
H -2.41010 0.73230 -4.48500 0.173
H -1.87205 2.31918 -3.95315 0.513
H -3.37974 1.99597 -2.30640 -0.293
H -2.06398 1.11302 -1.49495 -0.909
H -4.38976 -0.02663 -3.10763 0.443
H -4.09231 -0.12734 -1.38593 0.123
H -3.48967 -1.39489 -4.60586 0.181
H -4.43891 -2.40540 -3.50813 0.259
H -1.13415 -2.16150 -4.75052 0.266
H -0.64681 -3.50013 -3.91185 0.300
H -3.58484 -4.61033 -2.84320 0.279
H -2.17254 -3.95700 -2.27539 0.292
H -4.22727 -3.35453 -5.46328 0.306
H -2.81184 -3.89005 -6.07900 0.323
C -1.46065 -1.07911 2.99914 -1.393
C -0.83429 -0.56163 1.71014 -0.208
C -1.30393 0.83843 1.33805 -0.027
C -2.73659 0.86493 1.08978 0.217
N -3.86704 0.85991 0.90479 -0.577
H -2.54547 -1.15381 2.90705 0.384
H -1.07762 -2.07256 3.23476 0.386
H -1.23183 -0.41966 3.84125 0.257
H -1.05683 -1.24550 0.89020 0.332
H 0.24685 -0.53311 1.81710 0.288
H -0.78756 1.18247 0.43922 0.171
H -1.06792 1.54288 2.14004 0.157
C 5.71011 -3.73180 1.55112 -0.969
C 6.02044 -3.14886 0.17740 -0.553
C 5.19843 -1.88610 -0.10431 -0.346
C 3.76180 -2.14491 -0.12732 0.220
N 2.63460 -2.35380 -0.15277 -0.436
H 4.66619 -4.03922 1.61695 0.365
H 6.32390 -4.60608 1.76359 0.403
H 5.89528 -2.99672 2.33640 0.111
H 5.83638 -3.89554 -0.59656 0.309
H 7.07781 -2.88234 0.11788 0.345
H 5.48125 -1.44469 -1.06183 0.276
H 5.40184 -1.13871 0.66535 0.298
C 4.46988 -0.83566 4.61554 -0.447
C 3.94384 -1.42833 5.91694 -0.313
C 4.88743 -2.48106 6.51277 -0.605
C 5.03730 -3.62281 5.61360 0.312
N 5.16605 -4.47511 4.85752 -0.425
H 4.57941 -1.60465 3.84898 0.017
H 3.78361 -0.08483 4.23204 -0.059
H 5.44536 -0.36562 4.76912 0.341
H 2.96217 -1.87272 5.74680 0.305
H 3.80901 -0.63358 6.65394 0.289
H 4.50798 -2.83855 7.47139 0.321
H 5.87078 -2.04524 6.69869 0.299
C 0.82580 2.69563 6.72442 -1.124
C 1.83851 3.55195 5.97286 -0.397
C 1.63612 3.51538 4.45437 -0.409
C 1.82199 2.17188 3.91094 0.211
N 1.95275 1.10840 3.50170 -0.456
H 0.90870 1.64520 6.44212 0.290
H 0.98728 2.76507 7.79995 0.325
H -0.19439 3.02139 6.51529 0.333
H 2.85109 3.22285 6.21332 0.286
H 1.75583 4.58940 6.30104 0.326
H 2.34091 4.18722 3.96260 0.301
H 0.63330 3.86076 4.19784 0.290
C -5.37573 5.56054 -2.86259 -0.945
C -5.26759 5.80113 -4.36415 -0.412
C -5.88818 4.66893 -5.18848 -0.489
C -5.20219 3.39860 -4.96247 0.228
N -4.66796 2.41009 -4.73280 -0.327
H -4.84656 4.65333 -2.56824 0.185
H -4.94304 6.39331 -2.30782 0.314
H -6.41867 5.45705 -2.55707 0.296
H -4.21933 5.92088 -4.64277 0.290
H -5.77503 6.73256 -4.62537 0.303
H -5.84231 4.90674 -6.25244 0.278
H -6.94242 4.55076 -4.93141 0.267



# 3
86
Properties=species:S:1:pos:R:3:mulliken_charge:R:1 method="wB97M-V/def2-TZVPD" energy_ev=-71229.7554 homo_lumo_gap_ev="4.8 / 4.8" relative_energy_kcal_mol=0.0 charge=+1 homo_energy_ev="-9.52 / -9.52"
Sc -0.04198 0.14480 -1.14226 -1.704
C 2.33695 2.08676 -0.66370 1.052
C 1.52366 1.91911 -1.84131 1.610
C 0.51899 3.48484 -0.46312 1.066
C 1.75135 3.09643 0.12947 -0.129
C 0.34845 2.74029 -1.65875 0.145
C 3.65557 1.45357 -0.43753 -1.702
H 3.75147 0.50878 -0.99351 0.290
H 3.81663 1.22263 0.62866 0.258
H 4.48209 2.10710 -0.77085 0.353
C 2.35711 3.67419 1.36076 -1.686
H 3.26226 4.26096 1.12838 0.391
H 2.65870 2.88309 2.06671 0.254
H 1.65336 4.34314 1.87670 0.351
C -0.37076 4.57936 -0.00256 -1.886
H -0.11677 5.53228 -0.49904 0.314
H -0.28801 4.74933 1.07627 0.501
H -1.41934 4.35134 -0.22615 0.435
C -0.80109 2.84044 -2.59213 -1.498
H -0.48316 2.71654 -3.63884 0.289
H -1.29219 3.82029 -2.48301 0.551
H -1.59003 2.08757 -2.38120 0.092
C 2.04498 1.42460 -3.13932 -1.364
H 2.86240 2.08884 -3.47785 0.346
H 1.27870 1.42635 -3.92702 0.317
H 2.47395 0.41685 -3.06790 0.166
C 0.24195 -1.94890 -0.25576 0.055
C 1.32847 -1.50031 -0.98765 1.406
C 1.59712 -1.99028 -2.38795 -1.537
C 0.66372 -1.49042 -3.55064 -1.788
C -0.51913 -0.62045 -3.18686 1.001
C -1.52745 -1.12192 -2.37024 -0.033
C -1.57286 -2.59938 -2.00359 -1.012
C -0.71235 -2.99351 -0.77072 -1.429
H 1.57516 -3.08822 -2.41142 0.578
H 0.32009 -2.39067 -4.08523 0.732
H 2.63627 -1.75558 -2.65977 0.553
H -0.17834 -3.92789 -1.02221 0.522
H 0.13058 -1.75465 0.81857 0.011
H 2.12968 -0.93282 -0.48558 0.472
H -1.39553 -3.29737 0.03979 0.346
H -2.61990 -2.88372 -1.78418 0.302
H -2.50792 -0.63107 -2.31828 -0.235
H -1.27358 -3.22869 -2.86612 0.293
H 1.28337 -0.96162 -4.28918 0.461
H -0.73879 0.21961 -3.86187 0.887
P 3.05345 -2.40229 1.87106 1.052
C 4.23625 -1.87715 3.18921 -1.364
H 4.27965 -2.63468 3.98353 0.441
H 3.87525 -0.92939 3.60952 0.330
H 5.23358 -1.71448 2.76235 0.381
C 1.86451 -3.28948 2.95236 -1.291
H 2.33077 -3.50340 3.92173 0.419
H 1.54562 -4.22248 2.47349 0.371
H 0.99364 -2.63683 3.10660 0.213
C 3.97665 -3.85790 1.20985 -1.361
H 3.40371 -4.25289 0.36184 0.308
H 4.08523 -4.63213 1.98042 0.410
H 4.96397 -3.53731 0.85398 0.382
P -4.19024 -0.30229 0.09394 1.415
C -5.07421 0.39525 -1.34685 -1.522
H -5.99299 -0.17116 -1.53713 0.409
H -4.42588 0.34701 -2.23032 0.390
H -5.31104 1.44866 -1.15412 0.391
C -4.79740 -2.02672 0.09116 -1.599
H -4.69816 -2.44618 -0.91919 0.389
H -5.83869 -2.06628 0.42921 0.448
H -4.16193 -2.60903 0.77470 0.304
C -5.13159 0.49231 1.44151 -1.413
H -6.20308 0.37774 1.22567 0.482
H -4.87017 1.56352 1.46935 0.310
H -4.88647 0.03820 2.41254 0.437
C -1.41774 2.26092 2.28384 -1.295
C -0.83642 0.90265 1.90767 2.054
C 0.63961 0.76464 2.29678 -0.750
C -1.67320 -0.12247 2.66254 -0.887
O -0.94722 0.73353 0.48714 0.496
H -1.56300 2.30498 3.37297 0.521
H -2.38539 2.42501 1.79570 0.044
H -0.74350 3.07552 2.01183 0.072
H 0.88318 1.25572 3.24698 0.485
H 0.89988 -0.30401 2.35764 -0.649
H 1.27443 1.22351 1.53311 -0.303
H -2.69835 -0.16623 2.28017 -0.464
H -1.23474 -1.11915 2.59035 0.029
H -1.69183 0.15313 3.72485 0.515